*a*
A single C3H6O2 molecule. Source: the Open Molecules 2025 dataset; level of theory: wB97M-V/def2-TZVPD.

```
! wB97M-V def2-TZVPD RIJCOSX def2/J DEFGRID3
* xyz 0 1
C -0.0442 -1.5000 1.1447
O -0.4744 -0.6674 0.0505
C 0.1153 0.4614 -0.1497
C -0.1727 1.3917 -1.2500
O -0.1831 2.6257 -0.8561
H 0.6928 -2.2128 0.7695
H 0.3828 -0.8850 1.9412
H -0.9307 -2.0239 1.4994
H 0.7669 1.0105 -1.8489
H 0.8390 0.8087 0.5959
H -0.9919 0.9909 -1.8964
*
```

Results
Lowest unoccupied orbital energy (spin up / spin down)   -0.378 / -0.379 eV
HOMO-LUMO gap (spin up / spin down)   7.40 / 7.40 eV

---

*b*
A single C3H6O2 molecule. Source: the Open Molecules 2025 dataset; level of theory: wB97M-V/def2-TZVPD.

```
! wB97M-V def2-TZVPD RIJCOSX def2/J DEFGRID3
* xyz 0 1
C 1.7682 0.0995 0.2991
O 0.7356 -0.1847 -0.6253
C -0.5092 -0.2634 -0.0692
C -1.1113 1.1842 0.0221
O -1.1185 -1.2606 0.2052
H 2.8293 0.0176 -0.2897
H 1.7770 1.3039 0.7692
H 1.6488 -0.5623 1.1496
H -0.7923 1.7888 0.9358
H -0.8719 1.8183 -0.7466
H -2.4148 1.0744 0.0305
*
```

Results
Lowest unoccupied orbital energy   0.792 eV
HOMO-LUMO gap   11.40 eV
SMILES   COC(C)=O

---

*c*
A single C3H6O2 molecule. Source: the Open Molecules 2025 dataset; level of theory: wB97M-V/def2-TZVPD.

```
! wB97M-V def2-TZVPD RIJCOSX def2/J DEFGRID3
* xyz 0 1
C 1.4232 0.6518 0.0407
O 0.6896 -0.4196 -0.6406
C -0.4283 -0.9387 0.0080
C -1.5868 0.0131 -0.1721
O -1.3404 1.2739 -0.2400
H 2.4932 0.5792 -0.4762
H 1.5504 0.5525 1.2555
H 0.9768 1.7864 -0.3807
H -0.7638 -1.7788 -0.5916
H -0.3611 -1.1827 1.1371
H -2.6528 -0.5371 0.0601
*
```

Results
Lowest unoccupied orbital energy   0.531 eV
HOMO-LUMO gap   9.97 eV
SMILES   COCC=O

---

The relative energies come out as *a* 201.5; *b* 0.0; *c* 102.6, with values in kJ/mol.